(1)
Entry from the Open Molecules 2025 dataset: 2 unconnected molecules or ions with the total composition C4H8NO3 (wB97M-V/def2-TZVPD).

highest occupied orbital energy	-4.5	eV
total charge	-1
relative energy (zero: lowest compared OMol25 entry of this formula, charge and spin)	32.2	kJ/mol
gap between HOMO and LUMO	8.438	eV
lowest unoccupied orbital energy	3.919	eV

The geometry in XYZ format:
```
16
Properties=species:S:1:pos:R:3:nbo_charge:R:1
C -0.57415 -2.80941 -1.21423 -0.741
C 0.44521 -1.66239 -0.99273 0.770
O 1.45391 -1.92045 -0.31631 -0.771
O 0.10193 -0.55113 -1.47424 -0.831
H -1.37295 -2.40682 -1.83830 0.197
H -1.08199 -2.90482 -0.24415 0.201
H -0.27738 -3.77749 -1.61017 0.196
C 0.92456 1.21508 1.41180 -0.730
C -0.03061 2.32234 1.03967 0.677
O -0.16857 3.32566 1.73512 -0.684
N -0.74411 2.15473 -0.09408 -0.826
H -1.52762 2.77044 -0.22574 0.379
H -0.68728 1.30417 -0.62565 0.442
H 0.90650 0.38881 0.69689 0.275
H 0.68913 0.96399 2.43889 0.221
H 1.94342 1.58727 1.31325 0.225
```

***

(2)
Entry from the Open Molecules 2025 dataset: 2 unconnected molecules or ions with the total composition C4H8NO3 (wB97M-V/def2-TZVPD).

highest occupied orbital energy	-4.0	eV
total charge	-1
relative energy (zero: lowest compared OMol25 entry of this formula, charge and spin)	86.3	kJ/mol
gap between HOMO and LUMO	7.411	eV
lowest unoccupied orbital energy	3.406	eV

The geometry in XYZ format:
```
16
Properties=species:S:1:pos:R:3:nbo_charge:R:1
C 2.98327 -0.58254 0.75955 -0.707
C 1.57917 -0.91509 0.42532 0.653
O 1.09192 -2.03081 0.51030 -0.645
N 0.78746 0.11691 0.04817 -0.822
H -0.19544 -0.00776 -0.17081 0.433
H 1.06925 0.97749 -0.38785 0.406
H 3.07696 -0.02189 1.68489 0.228
H 3.46067 -0.00588 -0.03770 0.217
H 3.57460 -1.47767 0.91556 0.223
C -2.58689 -0.10001 -0.43861 -0.757
C -2.35842 1.42701 -0.50491 0.750
O -1.28343 1.87988 -1.00052 -0.822
O -3.36273 2.12895 -0.23503 -0.776
H -2.07374 -0.46949 -1.35067 0.201
H -3.59577 -0.40297 -0.68063 0.212
H -2.16688 -0.51612 0.46294 0.206
```

***

(3)
Entry from the Open Molecules 2025 dataset: 2 unconnected molecules or ions with the total composition C4H8NO3 (wB97M-V/def2-TZVPD).

highest occupied orbital energy (alpha / beta)	-9.5 / -9.5	eV
relative energy (zero: lowest compared OMol25 entry of this formula, charge and spin)	16.4	kJ/mol
gap between HOMO and LUMO (alpha / beta)	10.039 / 5.408	eV
lowest unoccupied orbital energy (alpha / beta)	0.542 / -4.042	eV
<S²>	0.755
multiplicity	2

The geometry in XYZ format:
```
16
Properties=species:S:1:pos:R:3:nbo_charge:R:1
O -0.68771 -0.87348 -0.83612 -0.178
C 0.53495 -0.94022 -1.14655 0.722
O 1.39628 -0.10240 -0.87183 -0.604
C 0.96890 -2.17776 -1.92027 -0.687
H 1.03446 -1.90368 -2.96894 0.255
H 1.89631 -2.51957 -1.47747 0.259
H 0.22564 -2.97390 -1.86826 0.232
C -0.66890 0.59254 2.08327 -0.724
C -0.92664 1.80530 1.23732 0.670
N -0.13624 1.88046 0.12233 -0.833
O -1.79617 2.61816 1.47923 -0.614
H 0.36708 0.25834 2.06221 0.220
H -1.31004 -0.20745 1.70077 0.233
H -1.00640 0.76741 3.10422 0.240
H 0.42897 1.08518 -0.25092 0.414
H -0.32047 2.69107 -0.44900 0.394
```

***

(4)
Entry from the Open Molecules 2025 dataset: 2 unconnected molecules or ions with the total composition C4H8NO3 (wB97M-V/def2-TZVPD).

highest occupied orbital energy	-15.0	eV
total charge	+1
relative energy (zero: lowest compared OMol25 entry of this formula, charge and spin)	406.8	kJ/mol
gap between HOMO and LUMO	8.876	eV
lowest unoccupied orbital energy	-6.141	eV

The geometry in XYZ format:
```
16
Properties=species:S:1:pos:R:3:nbo_charge:R:1
C 1.46200 1.85800 -0.28828 -0.352
C 1.00358 0.66199 -0.09168 0.353
C -0.15727 -0.18939 0.17821 0.682
C -2.47989 0.25910 0.39335 0.176
N 2.41323 -1.27940 -0.21975 -0.907
O -0.30286 -1.37508 0.26633 -0.524
O -2.84833 -0.53042 -0.65240 -0.655
O -1.11848 0.75235 0.16592 -0.485
H 2.43803 2.05209 -0.36424 0.274
H 0.73337 2.57249 -0.36865 0.300
H -2.66837 -0.00500 1.45827 0.195
H -3.17347 1.10034 0.44565 0.198
H 2.78525 -1.24424 -1.16629 0.417
H 1.60557 -1.83141 0.06309 0.434
H 3.16262 -1.40900 0.39517 0.400
H -2.85500 -1.39244 -0.21470 0.493
```

***

(5)
Entry from the Open Molecules 2025 dataset: a gas-phase ion, C4H8NO3S2 (charge -1) (wB97M-V/def2-TZVPD).

highest occupied orbital energy	-5.2	eV
total charge	-1
relative energy (zero: lowest compared OMol25 entry of this formula, charge and spin)	0.0	kJ/mol
gap between HOMO and LUMO	8.514	eV
lowest unoccupied orbital energy	3.360	eV
SMILES string	[H]/N=C(/C)[C@@H](C)SS(=O)(=O)[O-]

The geometry in XYZ format:
```
18
Properties=species:S:1:pos:R:3:nbo_charge:R:1
H 0.12334 0.34176 2.31306 0.340
N -0.42671 -0.52423 1.99929 -0.661
C -0.70041 -0.50730 0.76260 0.323
C -1.22160 -1.74672 0.12662 -0.704
C -0.18382 0.65577 -0.12697 -0.453
C -1.25519 1.74610 -0.34462 -0.613
S 1.30509 1.34280 0.54481 -0.100
S 2.41201 -0.13483 -0.61998 2.279
O 2.23787 0.35719 -1.95552 -0.992
O 1.81436 -1.43371 -0.34215 -1.005
O 3.77489 -0.06446 -0.03105 -1.002
H -1.90877 -2.32691 0.63381 0.225
H -1.28365 -1.49173 -0.92255 0.212
H -0.34150 -2.44534 0.17840 0.272
H 0.12478 0.18262 -1.04390 0.249
H -1.05265 2.67185 0.08684 0.209
H -2.08384 1.35233 0.16134 0.207
H -1.33421 2.02481 -1.42001 0.213
```

***

(6)
Entry from the Open Molecules 2025 dataset: 2 unconnected molecules or ions with the total composition C4H8NO6 (wB97M-V/def2-TZVPD).

highest occupied orbital energy	-3.7	eV
total charge	-1
gap between HOMO and LUMO	6.070	eV
lowest unoccupied orbital energy	2.338	eV

The geometry in XYZ format:
```
19
Properties=species:S:1:pos:R:3:nbo_charge:R:1
O 1.32599 -0.97503 0.18070 -0.499
C 0.71338 -0.21749 -0.48934 0.887
O 1.22720 0.33721 -1.64547 -0.733
N -0.60370 0.25116 -0.20508 -0.675
C -1.57191 -0.14831 -1.22912 -0.247
C -2.94836 0.44340 -0.95496 -0.066
O -3.78045 -0.48586 -0.25786 -0.719
H 1.66181 -0.36345 -2.14370 0.493
H -0.57178 1.26572 -0.15019 0.374
H -1.67235 -1.23568 -1.18861 0.211
H -1.24664 0.10693 -2.24717 0.175
H -3.41816 0.71755 -1.90357 0.160
H -2.85899 1.34858 -0.34540 0.170
H -4.61247 -0.56115 -0.72486 0.465
C 4.02977 0.15835 2.74880 0.942
O 4.74223 -0.74973 2.26918 -0.832
O 2.63259 -0.13941 2.73517 -0.790
O 4.32120 1.25887 3.22588 -0.789
H 2.63064 -1.01165 2.32561 0.470
```

***

(7)
Entry from the Open Molecules 2025 dataset: a single C4H8NOP molecule (wB97M-V/def2-TZVPD).

highest occupied orbital energy (alpha / beta)	-6.5 / -9.5	eV
relative energy (zero: lowest compared OMol25 entry of this formula, charge and spin)	429.9	kJ/mol
gap between HOMO and LUMO (alpha / beta)	7.375 / 8.894	eV
lowest unoccupied orbital energy (alpha / beta)	0.883 / -0.561	eV
<S²>	2.005
multiplicity	3

The geometry in XYZ format:
```
15
Properties=species:S:1:pos:R:3:nbo_charge:R:1
C -1.00855 1.94202 0.00980 0.066
C -1.87575 0.71073 -0.24089 -0.730
C 2.21289 0.89557 -0.08738 0.354
C 2.86593 -0.50910 -0.07757 -0.725
N 0.22579 2.02436 0.10129 -0.113
O 0.94581 0.80568 0.06358 -0.453
P -0.89109 -0.90917 -0.04032 0.347
H -1.38441 2.89606 -0.03028 0.203
H -2.13843 0.81426 -1.27375 0.242
H -2.84359 0.77454 0.51785 0.245
H 3.65401 -0.56758 0.58439 0.219
H 3.04052 -0.80340 -1.05377 0.216
H 2.17911 -1.32286 0.25960 0.224
H -0.37876 -0.70729 1.16392 -0.036
H -2.05814 -1.50817 0.38290 -0.059
```

***

(8)
Entry from the Open Molecules 2025 dataset: a gas-phase ion, C4H8NOS (charge -1) (wB97M-V/def2-TZVPD).

highest occupied orbital energy	-2.5	eV
total charge	-1
relative energy (zero: lowest compared OMol25 entry of this formula, charge and spin)	90.0	kJ/mol
gap between HOMO and LUMO	6.271	eV
lowest unoccupied orbital energy	3.800	eV
SMILES string	CNC(=O)CC[S-]

The geometry in XYZ format:
```
15
Properties=species:S:1:pos:R:3:nbo_charge:R:1
C -0.15938 -0.99549 1.58108 -0.423
N -1.25095 -0.19839 1.03640 -0.635
C -1.20572 0.40293 -0.21680 0.694
O -2.21068 0.90660 -0.70043 -0.666
C 0.00781 0.21399 -1.19500 -0.509
C 1.30109 1.00201 -1.02639 -0.529
S 2.58213 0.17164 0.01697 -0.737
H 0.55196 -1.23357 0.80900 0.255
H 0.27316 -0.45443 2.45346 0.197
H -0.55097 -1.97133 1.93150 0.163
H -2.19856 -0.41422 1.30896 0.384
H 0.29671 -0.83254 -1.05873 0.216
H -0.44645 0.21751 -2.25789 0.212
H 1.21113 2.03361 -0.71177 0.188
H 1.79873 1.15168 -1.97035 0.191
```

***

(9)
Entry from the Open Molecules 2025 dataset: a gas-phase ion, C4H8NOS (charge -1) (wB97M-V/def2-TZVPD).

highest occupied orbital energy	-2.9	eV
total charge	-1
relative energy (zero: lowest compared OMol25 entry of this formula, charge and spin)	145.8	kJ/mol
gap between HOMO and LUMO	6.721	eV
lowest unoccupied orbital energy	3.821	eV
SMILES string	CNC(=O)CC[S-]

The geometry in XYZ format:
```
15
Properties=species:S:1:pos:R:3:nbo_charge:R:1
C 2.19398 0.63233 0.01184 -0.436
N 0.81377 0.32085 0.42378 -0.665
C 0.41951 -0.89620 -0.05885 0.689
O 1.22281 -1.83691 -0.39658 -0.689
C -1.13782 -1.02805 -0.20951 -0.500
C -1.94655 0.26723 0.37853 -0.551
S -2.16254 1.71370 -0.80824 -0.702
H 2.18969 1.66200 -0.47300 0.189
H 2.93672 0.79122 0.89809 0.185
H 2.55003 0.02286 -0.90012 0.232
H 0.13863 1.14823 0.35294 0.451
H -1.31720 -1.17505 -1.32911 0.230
H -1.57179 -1.81585 0.27923 0.198
H -1.41998 0.54076 1.40258 0.181
H -2.90927 -0.34712 0.42843 0.188
```

***

(10)
Entry from the Open Molecules 2025 dataset: a gas-phase ion, C4H8NOS (charge -1) (wB97M-V/def2-TZVPD).

highest occupied orbital energy	-2.6	eV
total charge	-1
relative energy (zero: lowest compared OMol25 entry of this formula, charge and spin)	38.7	kJ/mol
gap between HOMO and LUMO	6.287	eV
lowest unoccupied orbital energy	3.713	eV
SMILES string	CNC(=O)CC[S-]

The geometry in XYZ format:
```
15
Properties=species:S:1:pos:R:3:nbo_charge:R:1
C -0.10532 2.02423 -0.03855 -0.429
N 0.62997 1.33398 -1.08668 -0.627
C 0.94519 0.01159 -1.19266 0.690
O 1.56466 -0.38079 -2.16839 -0.674
C 0.60022 -0.91337 -0.05394 -0.529
C -0.91863 -1.12387 0.24036 -0.528
S -1.45297 -0.65766 1.92982 -0.721
H 0.46925 2.06631 0.89234 0.195
H -0.99774 1.50445 0.26274 0.247
H -0.33770 3.02477 -0.37680 0.184
H 0.92839 1.87255 -1.88258 0.382
H 1.06333 -0.51436 0.84783 0.232
H 1.06772 -1.86406 -0.29691 0.216
H -1.50007 -0.67739 -0.58209 0.169
H -1.11734 -2.18542 0.19017 0.193
```

***

> Which formula does entry 2 have?

C4H8NO3